28
Properties=species:S:1:pos:R:3 method="wB97M-V/def2-TZVPD" e_above_lowest_kcal_mol=3.5 total_charge=+1 homo_lumo_gap_ha=0.363 fmax_ha_per_bohr=0.032
C 0.89 2.66 -1.47
C 1.02 1.71 -0.29
C -0.31 1.76 0.57
C -0.72 0.43 1.09
C -1.87 -0.17 0.81
C -2.35 -1.45 1.36
C -1.74 -2.62 1.28
N 1.22 0.31 -0.81
H 1.80 2.71 -2.05
H 0.47 3.60 -1.14
H 0.15 2.23 -2.15
H 1.82 1.89 0.42
H 0.05 2.38 1.39
H -1.10 2.23 0.01
H -0.12 -0.03 1.87
H -2.53 0.32 0.10
H -3.30 -1.39 1.88
H -2.27 -3.40 1.80
H -0.89 -2.92 0.68
H 1.72 -0.31 -0.13
H 1.72 0.37 -1.70
H 0.33 -0.15 -1.04
H 3.51 -1.04 1.16
H 2.43 -2.15 1.34
O 2.58 -1.27 0.98
H -0.60 -2.44 -2.53
H -1.38 -1.61 -1.48
O -0.53 -1.66 -1.95